# 1
Computed, not measured: a cluster of 2 separate species, C5H15NO2 in total in a non-equilibrium geometry, with the ωB97M-V functional and the def2-TZVPD basis.

## Properties
Max |F| = 0.03308 Eh/bohr
SMILES string = CN[C@@H](C)[C@H](C)O.O
ΔE to the lowest compared entry with this formula, charge and spin = 25.87 kcal/mol
Electronic energy = -404.713836 a.u.
Kohn-Sham gap = 9.382 eV

```
23
Properties=species:S:1:pos:R:3:forces:R:3:lowdin_charge:R:1
C 2.071800 1.486810 -0.370414 -0.83 -0.10 -0.65 -0.12
N 1.054781 0.576100 0.127880 0.14 0.41 0.45 -0.10
C -0.132609 0.479822 -0.688569 -0.37 0.16 0.31 -0.39
C -1.418602 0.371030 0.159214 0.16 -1.19 -0.56 -0.39
C -1.384247 1.166385 1.437036 0.46 1.04 -1.26 -0.05
O -1.599119 -1.039754 0.396800 0.12 -0.36 0.37 -0.06
C -0.026335 -0.596416 -1.747788 1.29 -0.06 -0.91 -0.05
H 2.951941 1.432360 0.260485 0.22 0.07 -0.25 0.08
H 1.668172 2.498697 -0.381164 0.03 0.24 0.59 0.07
H 2.257228 1.351802 -1.449523 0.67 -0.44 0.22 0.07
H 1.407047 -0.307327 0.465991 0.04 -0.01 -0.30 0.11
H -0.223953 1.434189 -1.212345 0.02 0.17 0.09 0.14
H -2.216882 0.667650 -0.526597 -0.26 0.30 0.24 0.14
H -1.081812 2.178878 1.137799 -0.22 0.08 0.12 0.09
H -0.560568 0.853818 2.060636 -0.22 -0.44 0.48 0.08
H -2.366585 1.247465 1.875786 -0.14 -0.23 0.53 0.08
H -2.327640 -1.218651 1.006132 0.14 0.35 -0.14 0.10
H -0.894555 -0.811181 -2.348764 -0.59 0.04 0.12 0.08
H 0.756794 -0.319623 -2.471344 -0.19 0.30 0.09 0.08
H 0.382002 -1.520657 -1.367715 -0.35 -0.45 0.52 0.07
H -0.042610 -2.851602 1.049630 -0.39 0.06 -0.09 0.00
H 1.325237 -3.403519 1.306536 -0.01 -0.27 0.07 0.03
O 0.400517 -3.676283 1.280305 0.30 0.32 -0.04 -0.06
```
Positions in Å, forces in eV/Å.

=====

# 2
Computed, not measured: an isolated molecule of C3H4F3N in a non-equilibrium geometry, with the ωB97M-V functional and the def2-TZVPD basis.

## Properties
Max |F| = 0.06242 Eh/bohr
SMILES string = C=C(F)C(N)(F)F
ΔE to the lowest compared entry with this formula, charge and spin = 12.21 kcal/mol
Electronic energy = -471.033120 a.u.
Kohn-Sham gap = 11.656 eV

```
11
Properties=species:S:1:pos:R:3:forces:R:3:lowdin_charge:R:1
C -1.532306 1.115657 -0.311123 2.85 0.30 0.12 0.13
C -0.841548 0.014132 -0.129666 -2.23 -1.05 -1.05 -0.21
C 0.647304 -0.035532 -0.059856 1.97 -1.98 1.59 -0.56
N 1.088304 -1.135097 0.841187 1.33 2.67 -0.59 0.13
F -1.582434 -1.190380 -0.095741 1.95 1.35 0.28 0.01
F 1.354565 -0.106035 -1.228409 -0.92 -0.63 -1.08 0.07
F 1.163967 1.133323 0.412876 -0.82 0.08 0.87 0.08
H -2.567557 1.131790 -0.290192 -1.70 0.19 -0.17 0.06
H -0.874745 1.977441 -0.453169 -0.81 0.13 0.18 0.09
H 2.113063 -0.878260 0.936605 -1.45 -0.86 0.12 0.12
H 1.031384 -2.027034 0.377493 -0.17 -0.21 -0.26 0.08
```
Positions in Å, forces in eV/Å.

=====

# 3
Computed, not measured: a structure of composition CH2ClFS in a non-equilibrium geometry, with the ωB97M-V functional and the def2-TZVPD basis.

## Properties
Max |F| = 0.07549 Eh/bohr
ΔE to the lowest compared entry with this formula, charge and spin = 7.77 kcal/mol
Electronic energy = -997.511677 a.u.
Kohn-Sham gap = 10.167 eV

```
6
Properties=species:S:1:pos:R:3:forces:R:3:lowdin_charge:R:1
C -0.038457 -0.424301 -0.353064 1.26 3.46 1.22 -1.02
F -0.109819 -1.293910 0.628122 0.31 -0.87 1.30 -0.05
S -0.819430 1.213469 0.103495 -0.46 -0.90 1.48 0.61
Cl 1.667138 0.206264 -0.623814 0.06 -1.44 -0.21 0.47
H -0.397049 -0.919020 -1.196620 -0.60 -0.07 -1.84 0.05
H -0.302383 1.217497 1.441883 -0.57 -0.18 -1.95 -0.07
```
Positions in Å, forces in eV/Å.

=====

# 4
Computed, not measured: a cluster of 2 separate species, C2H8N3O2 in total in a non-equilibrium geometry, with the ωB97M-V functional and the def2-TZVPD basis.

## Properties
Max |F| = 0.02075 Eh/bohr
ΔE to the lowest compared entry with this formula, charge and spin = 4.13 kcal/mol
Electronic energy = -395.550750 a.u.
Kohn-Sham gap = 10.432 eV
Total charge = +1

```
15
Properties=species:S:1:pos:R:3:forces:R:3:lowdin_charge:R:1
N -0.356841 -0.808259 -1.439660 -0.13 -0.16 -0.07 0.20
C -1.595014 -0.506969 -1.137495 -0.05 0.02 0.13 -0.16
N -1.945184 0.512916 -0.410326 -0.02 0.29 -0.05 0.22
H 0.416552 -0.197254 -1.199205 -0.04 -0.12 -0.04 0.12
H -0.179067 -1.664279 -1.946285 0.14 0.20 -0.04 0.15
H -2.387060 -1.155865 -1.494542 0.08 -0.01 -0.07 0.17
H -2.922726 0.744651 -0.321649 0.00 -0.03 0.16 0.15
H -1.273917 1.148469 0.009519 -0.02 0.02 -0.02 0.14
N 2.078642 -0.106533 0.642000 -0.03 0.48 -0.02 0.15
C 1.288773 0.857190 1.248024 -0.36 -1.00 0.10 -0.68
O 0.412342 0.340457 2.155220 0.23 0.00 -0.15 0.10
O 1.294922 2.013063 0.977754 -0.05 0.80 -0.22 0.13
H 2.730418 0.279058 -0.021923 0.15 -0.13 -0.07 0.12
H 1.654029 -0.985820 0.412417 0.24 -0.31 0.26 0.09
H 0.784131 -0.470826 2.526151 -0.13 -0.05 0.10 0.12
```
Positions in Å, forces in eV/Å.